## 1
ORCA calculation (wB97M-V/def2-TZVPD) on an isolated molecule of C2H6.

Computed properties:
E_LUMO: 1.2858 eV
SMILES: CC
M: 30.1 u
HOMO level: -11.66 eV
HOMO-LUMO gap: 0.476 Eh

```
8
C2H6 wB97M-V/def2-TZVPD
C -0.79 0.03 0.03
C 0.79 -0.04 -0.01
H -1.22 0.61 0.94
H -1.01 0.52 -0.89
H -1.18 -1.06 0.05
H 0.92 -0.08 -1.15
H 1.26 -0.84 0.67
H 1.23 0.86 0.38
```



## 2
ORCA calculation (wB97M-V/def2-TZVPD) on an isolated molecule of C2H6.

Computed properties:
E_LUMO: 1.2655 eV
SMILES: CC
M: 30.1 u
HOMO level: -11.56 eV
HOMO-LUMO gap: 0.471 Eh

```
8
C2H6 wB97M-V/def2-TZVPD
C -0.76 0.01 -0.01
C 0.73 -0.04 -0.05
H -1.11 0.69 0.84
H -1.21 0.09 -1.06
H -1.04 -0.74 0.21
H 1.30 1.13 -0.36
H 1.00 -0.79 -0.47
H 1.08 -0.34 0.89
```



Which of them is least stable? Easy: 2.



## 1
ORCA calculation (wB97M-V/def2-TZVPD) on an isolated molecule of C2H6N4O.

Computed properties:
E_LUMO: 0.0011 eV
SMILES: [H]/N=C\N(N)CN=O
M: 102.1 u
HOMO level: -8.94 eV
HOMO-LUMO gap: 0.329 Eh

```
13
C2H6N4O wB97M-V/def2-TZVPD
H -1.62 -1.52 0.68
N -2.08 -0.62 0.71
C -1.30 0.33 0.32
N 0.12 0.37 0.24
N 0.73 1.66 0.15
C 0.51 -0.64 -0.72
N 1.88 -1.18 0.00
O 1.87 -2.36 0.28
H -1.72 1.35 0.31
H 0.64 2.12 1.06
H 0.25 2.25 -0.53
H 0.82 -0.22 -1.68
H -0.10 -1.54 -0.82
```



## 2
ORCA calculation (wB97M-V/def2-TZVPD) on an isolated molecule of C2H6N4O.

Computed properties:
E_LUMO (spin up / spin down): -0.0663 / -0.3032 eV
M: 102.1 u
HOMO level (spin up / spin down): -8.21 / -8.00 eV
HOMO-LUMO gap (spin up / spin down): 0.299 / 0.283 Eh

```
13
C2H6N4O wB97M-V/def2-TZVPD
C 0.33 -1.34 1.09
C 0.42 0.38 -1.01
N -0.89 0.83 0.82
N 0.48 1.91 -2.66
N -0.12 -0.03 0.21
N 0.00 1.52 -1.55
O 0.06 -1.10 2.36
H 1.39 -1.48 0.89
H -0.08 -2.29 0.80
H 1.32 -0.24 -1.25
H -0.82 -0.74 2.43
H 0.38 2.96 -2.80
H -0.91 1.73 0.33
```



Which of them is least stable? Easy: 2.



## 1
ORCA calculation (wB97M-V/def2-TZVPD) on a cluster of 2 separate species, CH7NS2 in total.

Computed properties:
E_LUMO: 0.4169 eV
SMILES: CN.SS
M: 97.2 u
HOMO level: -9.20 eV
HOMO-LUMO gap: 0.353 Eh

```
11
CH7NS2 wB97M-V/def2-TZVPD
C -3.27 -0.78 1.42
N -2.33 -0.81 0.29
H -4.24 -1.56 1.46
H -3.59 0.29 1.50
H -2.84 -1.06 2.44
H -1.56 -1.46 0.53
H -2.82 -0.97 -0.55
S 2.11 -0.31 -0.09
S 0.92 1.26 -0.76
H 2.56 -0.58 -1.20
H -0.15 0.53 -1.28
```



## 2
ORCA calculation (wB97M-V/def2-TZVPD) on a cluster of 2 separate species, CH7NS2 in total.

Computed properties:
E_LUMO: 0.2913 eV
SMILES: CN.SS
M: 97.2 u
HOMO level: -9.30 eV
HOMO-LUMO gap: 0.352 Eh

```
11
CH7NS2 wB97M-V/def2-TZVPD
C -0.69 0.87 0.40
N -1.10 0.20 1.65
H 0.31 0.54 0.13
H -1.39 0.65 -0.42
H -0.67 1.96 0.50
H -0.31 -0.09 2.20
H -1.66 0.81 2.22
S 2.18 -1.82 -1.06
S 1.22 -1.15 -2.78
H 2.16 -0.62 -0.47
H -0.05 -1.35 -2.37
```



Which of them is least stable? Easy: 1.



## 1
ORCA calculation (wB97M-V/def2-TZVPD) on a structure of composition C7H10N2O.

Computed properties:
E_LUMO: 0.5224 eV
M: 138.2 u
HOMO level: -9.25 eV
HOMO-LUMO gap: 0.359 Eh

```
20
C7H10N2O wB97M-V/def2-TZVPD
C -1.59 1.68 -1.90
C -0.72 0.89 -1.00
C -0.60 -0.44 -0.79
C -1.54 -1.48 -1.04
N -2.10 -2.47 -1.34
C 0.61 -0.50 0.16
C 0.23 0.62 1.17
C 0.43 1.43 -0.15
N 1.52 0.47 -0.54
H -0.99 2.10 -2.72
H -2.40 1.07 -2.32
H -2.01 2.53 -1.35
H 1.04 -1.49 0.35
H -0.76 0.62 1.64
H 1.01 0.83 1.91
H 0.64 2.51 -0.19
H 2.32 0.63 0.08
H 1.60 -3.58 2.01
O 1.36 -3.05 2.86
H 1.95 -2.37 3.17
```



## 2
ORCA calculation (wB97M-V/def2-TZVPD) on a cluster of 2 separate species, C7H10N2O in total.

Computed properties:
E_LUMO (spin up / spin down): 0.6148 / 0.1520 eV
M: 138.2 u
HOMO level (spin up / spin down): -7.11 / -7.68 eV
HOMO-LUMO gap (spin up / spin down): 0.284 / 0.288 Eh

```
20
C7H10N2O wB97M-V/def2-TZVPD
C -0.72 -1.06 -1.82
C -2.32 -0.29 1.53
C 2.16 1.70 0.67
C -1.21 0.28 1.85
C 0.95 1.48 0.09
C 1.07 -1.10 -0.33
C 0.30 0.21 -0.24
N 0.33 -1.83 -1.34
N -0.70 0.23 -1.23
O -1.55 -1.41 -2.64
H -3.12 -0.36 2.20
H -2.84 -0.25 0.52
H 2.41 2.76 0.96
H 2.87 0.85 0.97
H -0.50 0.77 2.50
H 0.27 2.30 -0.23
H 2.13 -1.10 -0.59
H 0.94 -1.58 0.59
H 0.59 -2.67 -1.82
H -1.05 1.06 -1.64
```



Which of them is least stable? Easy: 2.



## 1
ORCA calculation (wB97M-V/def2-TZVPD) on a cluster of 2 separate species, C5H14O in total.

Computed properties:
E_LUMO (spin up / spin down): -3.4375 / -9.7323 eV
2S+1: 2
Net charge: +1
M: 90.2 u
HOMO level (spin up / spin down): -15.00 / -15.00 eV
HOMO-LUMO gap (spin up / spin down): 0.425 / 0.194 Eh

```
20
C5H14O wB97M-V/def2-TZVPD
C 0.90 -0.73 -0.91
C 1.77 -1.37 -2.06
C 1.70 0.46 -0.21
O -0.21 -0.19 -1.46
H 0.74 -1.48 -0.14
H 2.09 -0.64 -2.80
H 2.28 1.09 -0.88
H 0.93 1.19 0.06
H 2.28 0.06 0.62
H -1.02 -0.69 -1.35
H 1.14 -2.19 -2.41
H 2.68 -1.76 -1.61
C -2.45 0.48 1.18
C -1.39 1.11 2.08
H -2.69 -0.55 1.45
H -3.39 1.00 1.35
H -2.17 0.40 0.13
H -1.15 2.14 1.86
H -1.61 1.02 3.14
H -0.41 0.63 1.95
```



## 2
ORCA calculation (wB97M-V/def2-TZVPD) on a cluster of 2 separate species, C5H14O in total.

Computed properties:
E_LUMO (spin up / spin down): -3.1432 / -9.9762 eV
2S+1: 2
Net charge: +1
M: 90.2 u
HOMO level (spin up / spin down): -15.25 / -15.25 eV
HOMO-LUMO gap (spin up / spin down): 0.445 / 0.194 Eh

```
20
C5H14O wB97M-V/def2-TZVPD
C 0.88 -0.97 -0.76
C 1.79 -1.95 -1.58
C 1.58 0.45 -0.74
O -0.38 -0.71 -1.47
H 0.51 -1.34 0.25
H 1.77 -2.97 -1.02
H 1.84 0.74 -1.73
H 1.03 1.15 -0.17
H 2.61 0.40 -0.27
H -0.66 0.20 -1.23
H 2.92 -1.63 -1.70
H 1.21 -2.08 -2.58
C -2.24 1.55 2.18
C -1.57 0.73 1.06
H -1.79 1.30 3.17
H -2.00 2.56 2.01
H -3.26 1.24 2.34
H -2.22 0.66 0.15
H -0.59 1.06 0.68
H -1.45 -0.37 1.40
```



Which of them is least stable? Easy: 2.



## 1
ORCA calculation (wB97M-V/def2-TZVPD) on an isolated molecule of C20H23NO5.

Computed properties:
E_LUMO: 0.6866 eV
SMILES: C/C=C/c1ccc(OCC(=O)Nc2ccc(OC)c(OC)c2)c(OC)c1
M: 357.4 u
HOMO level: -7.69 eV
HOMO-LUMO gap: 0.308 Eh

```
49
C20H23NO5 wB97M-V/def2-TZVPD
C 2.32 -2.96 -7.91
C 1.75 -2.44 -6.63
C 2.11 -2.86 -5.42
C 1.59 -2.39 -4.15
C 0.59 -1.43 -4.02
C 0.15 -1.04 -2.78
C 0.68 -1.59 -1.61
O 0.22 -1.13 -0.38
C -1.14 -1.36 -0.10
C -1.65 -0.44 1.02
O -2.75 -0.60 1.50
N -0.76 0.52 1.35
C -0.85 1.54 2.30
C 0.22 2.41 2.45
C 0.16 3.43 3.39
C -0.96 3.60 4.18
O -1.12 4.57 5.13
C -0.07 5.48 5.32
C -2.05 2.71 4.03
O -3.11 2.94 4.85
C -4.23 2.09 4.74
C -1.99 1.70 3.10
C 1.69 -2.55 -1.71
O 2.34 -3.18 -0.69
C 1.98 -2.96 0.65
C 2.12 -2.93 -2.98
H 3.07 -3.73 -7.71
H 1.54 -3.38 -8.53
H 2.79 -2.15 -8.47
H 0.99 -1.67 -6.75
H 2.87 -3.63 -5.35
H 0.16 -0.97 -4.90
H -0.61 -0.28 -2.69
H -1.31 -2.40 0.23
H -1.77 -1.19 -0.98
H 0.12 0.49 0.83
H 1.10 2.29 1.84
H 1.00 4.09 3.48
H 0.14 6.06 4.42
H -0.40 6.15 6.11
H 0.85 4.98 5.65
H -4.94 2.46 5.48
H -4.68 2.14 3.75
H -3.97 1.05 4.97
H -2.81 1.01 2.96
H 2.10 -1.92 0.94
H 2.67 -3.58 1.24
H 0.96 -3.29 0.86
H 2.90 -3.68 -3.02
```



## 2
ORCA calculation (wB97M-V/def2-TZVPD) on an isolated molecule of C20H23NO5.

Computed properties:
E_LUMO: 0.5752 eV
SMILES: COc1ccc(C(=O)OCC(=O)NCCCc2ccccc2)cc1OC
M: 357.4 u
HOMO level: -8.46 eV
HOMO-LUMO gap: 0.332 Eh

```
49
C20H23NO5 wB97M-V/def2-TZVPD
C 5.94 -1.81 -0.10
O 4.62 -1.68 -0.56
C 3.62 -1.61 0.35
C 3.79 -1.66 1.73
C 2.69 -1.58 2.57
C 1.41 -1.47 2.05
C 0.28 -1.39 2.98
O 0.38 -1.35 4.19
O -0.91 -1.34 2.34
C -2.09 -1.22 3.14
C -2.87 0.05 2.78
O -4.08 0.10 2.87
N -2.09 1.07 2.41
C -2.62 2.28 1.82
C -2.75 2.16 0.30
C -1.40 1.88 -0.38
C -1.59 1.68 -1.86
C -2.07 0.47 -2.34
C -2.27 0.28 -3.70
C -1.98 1.30 -4.59
C -1.50 2.51 -4.12
C -1.31 2.70 -2.76
C 1.23 -1.42 0.66
C 2.32 -1.49 -0.19
O 2.26 -1.45 -1.55
C 1.00 -1.33 -2.16
H 6.25 -0.96 0.51
H 6.08 -2.74 0.47
H 6.56 -1.85 -1.00
H 4.77 -1.75 2.16
H 2.82 -1.62 3.64
H -1.81 -1.20 4.20
H -2.72 -2.09 2.95
H -1.10 0.91 2.31
H -3.60 2.45 2.26
H -1.96 3.12 2.09
H -3.44 1.35 0.08
H -3.17 3.09 -0.10
H -0.97 0.98 0.05
H -0.72 2.72 -0.20
H -2.30 -0.32 -1.65
H -2.64 -0.67 -4.06
H -2.13 1.15 -5.65
H -1.27 3.31 -4.81
H -0.93 3.65 -2.40
H 0.23 -1.33 0.27
H 0.34 -2.16 -1.90
H 0.51 -0.38 -1.90
H 1.19 -1.35 -3.23
```



Which of them is least stable? Easy: 1.